DFT (ωB97M-V/def2-TZVPD) results for C20H21AsF3N7OS2Tc as an isolated structure in a non-equilibrium geometry.

Properties
Spin multiplicity: 4
Frontier orbital gap (spin up / spin down) in eV: 7.90 / 6.65
M in g mol⁻¹: 669.5
Net charge: +2
E_LUMO (spin up / spin down) in hartree: -0.228 / -0.274

Each line ends with the Löwdin spin population.
Geometry (Å):
Tc -0.72658 0.52631 0.16574  2.455
C -0.34840 0.38225 5.48269  0.000
N 0.78154 0.51296 4.57334  0.007
C 2.08342 0.79231 4.92632  0.001
C 2.80208 0.87728 3.79922  0.004
N 1.93342 0.64483 2.72400  0.005
C 0.68117 0.43386 3.23782  0.010
S -0.81454 0.09978 2.51229  0.013
C 2.36942 0.65618 1.38162  0.002
C 3.74107 0.56670 1.13699  0.001
C 4.22822 0.73826 -0.14183  0.003
C 3.32835 0.98913 -1.16943  0.004
C 1.99048 0.98868 -0.85958  0.018
N 1.49815 0.80633 0.37957  0.016
H 0.01457 0.44105 6.50383  0.000
H -0.85080 -0.57059 5.32614  0.000
H -1.06500 1.18412 5.30644  0.000
H 2.39607 0.91772 5.94839  0.000
H 3.83613 1.14116 3.69347  0.000
H 4.42898 0.35937 1.94059  0.000
H 5.29042 0.68334 -0.33657  0.000
H 3.65624 1.17250 -2.18233  0.000
H 1.25566 1.15159 -1.63965  0.006
F -6.07904 0.93619 -2.99003  0.000
C -5.27080 0.06086 -2.38936  0.000
F -5.48934 -1.14914 -2.93831  0.000
F -5.60698 -0.00652 -1.09766  -0.004
C -3.82317 0.44250 -2.60003  0.005
C -3.42137 0.77046 -3.88510  0.006
C -2.08581 1.05913 -4.14022  0.004
C -1.18884 1.00279 -3.09809  0.007
N -1.56841 0.69119 -1.85503  0.007
C -2.86492 0.42308 -1.58628  0.016
S -3.09236 0.11146 0.10496  -0.001
H -4.15543 0.80789 -4.68011  0.000
H -1.74819 1.32199 -5.13180  0.000
H -0.14042 1.21653 -3.26298  0.000
N 0.61474 6.87905 -0.23574  0.060
C 0.02442 5.90632 -0.04387  0.007
N -0.66143 4.82086 0.19185  0.111
C -0.69946 3.61279 0.21170  0.069
N -0.82580 2.42389 0.27215  0.071
C 0.09901 -2.89191 -2.71667  0.002
As 0.20535 -2.93287 -0.78814  0.007
C 2.07075 -3.13070 -0.30549  0.002
C -0.83903 -4.36174 -0.03535  0.002
O -0.35536 -1.49361 -0.16281  0.083
H 0.54830 -3.79428 -3.12984  0.000
H 0.63991 -2.01830 -3.07614  0.000
H -0.94267 -2.83377 -3.02745  0.000
H 2.43190 -4.10396 -0.63625  0.000
H 2.18122 -3.05550 0.77459  0.000
H 2.64401 -2.34353 -0.79337  0.000
H -0.49873 -5.32336 -0.41609  0.000
H -1.88680 -4.21216 -0.28891  0.000
H -0.72530 -4.33075 1.04681  0.000

Atomic forces in eV per Å
-0.41 -0.95 -0.24
-0.28 0.00 0.17
-0.01 0.03 -0.33
0.18 -0.02 0.00
0.06 0.09 0.21
-0.29 -0.06 0.25
0.28 0.17 -0.06
-0.39 -0.19 -0.10
0.18 0.05 -0.37
0.02 -0.04 0.10
-0.17 0.00 -0.03
0.05 0.00 -0.01
0.03 -0.05 -0.12
0.03 -0.09 0.07
0.06 -0.01 -0.02
0.08 -0.03 0.02
0.07 0.02 -0.02
-0.07 0.00 0.01
-0.02 -0.01 -0.10
-0.01 0.01 0.01
0.01 0.00 0.04
-0.02 -0.01 0.00
-0.01 0.00 0.04
0.03 -0.07 0.03
-0.04 -0.10 -0.05
-0.04 0.14 0.10
0.02 0.02 -0.12
0.08 0.01 -0.05
0.06 0.02 0.17
0.01 0.00 -0.06
0.09 0.04 -0.08
-0.02 -0.13 0.19
0.02 0.06 -0.24
0.53 0.06 0.47
0.01 -0.02 -0.01
0.00 0.01 0.01
-0.01 0.02 0.03
-0.10 -0.14 0.02
0.41 0.26 -0.09
-0.53 -0.21 0.14
0.20 0.14 -0.03
-0.03 0.24 0.05
-0.07 -0.08 0.27
0.36 -0.50 -0.30
-0.33 -0.02 -0.08
0.10 0.18 -0.07
-0.10 1.06 0.20
0.01 -0.01 0.03
0.03 0.01 0.04
-0.02 0.01 0.06
-0.01 0.01 -0.03
-0.08 0.00 0.01
-0.02 0.01 -0.02
0.04 0.03 -0.04
0.02 0.05 -0.05
0.04 0.02 -0.01